(1)
Here is an isolated ion of composition C3H8IN2S and charge +1 at a distorted geometry from OMol25. Energies are from wB97M-V/def2-TZVPD.

The geometry in XYZ format:
```
15
Properties=species:S:1:pos:R:3
C -1.240 0.375 0.985
C -2.427 -0.516 -0.980
C 3.812 -0.901 -0.609
N -0.114 0.989 1.494
N -1.438 0.342 -0.320
S 0.912 1.949 0.615
I 3.159 0.391 0.796
H -2.048 -0.072 1.619
H -1.782 -0.961 -1.736
H -3.151 0.194 -1.451
H -2.741 -1.294 -0.242
H 4.536 -0.665 -1.318
H 3.339 -1.881 -0.491
H 0.063 1.064 2.458
H -0.880 0.986 -0.819
```

Values from the calculation:
Largest force on an atom (hartree/bohr): 0.0631
HOMO level (spin up / spin down) (eV): -12.02 / -11.85
Net charge: +1
Gap between HOMO and LUMO (spin up / spin down) (eV): 6.662 / 7.644
Lowest unoccupied orbital energy (spin up / spin down) (eV): -5.4 / -4.2

***

(2)
Here is C3H8IOZn as an isolated structure at a distorted geometry from OMol25. Energies are from wB97M-V/def2-TZVPD.

The geometry in XYZ format:
```
14
Properties=species:S:1:pos:R:3
Zn 3.654 -2.398 2.128
I 1.226 -3.405 1.040
C -1.348 -0.245 -0.604
C 0.058 0.311 -0.273
C -0.026 1.801 -0.310
O 0.363 -0.206 1.096
H -2.228 0.333 -0.321
H -1.523 -1.293 -0.356
H -1.402 -0.236 -1.692
H 0.752 -0.048 -1.033
H -0.566 2.145 0.572
H -0.344 2.233 -1.259
H 0.975 2.174 -0.094
H 0.409 -1.165 1.105
```

Values from the calculation:
Largest force on an atom (hartree/bohr): 0.0630
HOMO level (eV): -13.01
Net charge: +1
Gap between HOMO and LUMO (eV): 4.093
Lowest unoccupied orbital energy (eV): -8.9

***

(3)
Here is a 2-piece molecular cluster, C3H8IP overall at a distorted geometry from OMol25. Energies are from wB97M-V/def2-TZVPD.

The geometry in XYZ format:
```
13
Properties=species:S:1:pos:R:3
C -1.480 -0.154 -1.201
C -0.427 0.479 -0.591
C -0.551 1.278 0.684
H -1.428 -0.991 -1.869
H -2.512 0.172 -0.963
H 0.554 0.091 -0.883
H 0.254 0.912 1.272
H -0.280 2.343 0.571
H -1.530 1.155 1.142
P 1.894 -1.954 0.089
I 3.256 0.106 0.185
H 0.754 -1.481 0.213
H 1.496 -1.954 1.352
```

Values from the calculation:
Largest force on an atom (hartree/bohr): 0.1199
HOMO level (eV): -9.33
Gap between HOMO and LUMO (eV): 9.057
Lowest unoccupied orbital energy (eV): -0.3

***

(4)
Here is C3H8InN4O5 as an isolated structure at a distorted geometry from OMol25. Energies are from wB97M-V/def2-TZVPD.

The geometry in XYZ format:
```
21
Properties=species:S:1:pos:R:3
In -1.759 -1.720 -1.182
C -1.537 -5.113 -1.190
O -2.584 -4.561 -1.212
O -0.594 -4.445 -1.648
O -1.460 -6.148 -0.590
C 0.534 1.592 -1.484
O -0.447 0.877 -1.443
N 0.614 2.796 -1.068
N 1.712 1.230 -1.853
H -0.159 3.169 -0.536
H 1.392 3.340 -1.415
H 1.750 0.318 -2.286
H 2.458 1.910 -1.879
C -0.338 0.518 1.914
O -1.137 -0.073 1.120
N 0.976 0.416 1.936
N -0.654 1.327 2.905
H 1.328 1.079 2.611
H 1.536 -0.077 1.254
H -1.647 1.502 2.962
H 0.015 2.063 3.084
```

Values from the calculation:
Largest force on an atom (hartree/bohr): 0.1109
HOMO level (eV): -13.22
Net charge: +1
Gap between HOMO and LUMO (eV): 4.557
Lowest unoccupied orbital energy (eV): -8.7